1.
2 unconnected molecules or ions with the total composition C3H9N5, computed with ωB97M-V/def2-TZVPD.

Last column: Mulliken charge in e.
Element x y z (Å)
N: -0.475 -2.681 -0.188  -0.481
C: 0.229 -1.763 -0.246  0.239
N: 1.075 -0.697 -0.299  0.683
N: 1.169 -0.006 -1.484  -0.631
N: 2.288 -0.767 0.346  -0.886
H: 1.368 -0.675 -2.230  0.248
H: 2.015 0.562 -1.418  0.293
H: 2.267 -1.545 1.014  0.284
H: 2.336 0.061 0.948  0.260
C: -0.862 1.464 1.265  -0.774
C: -1.863 0.776 0.715  0.000
N: -2.184 0.754 -0.615  -0.568
H: -0.217 2.094 0.662  0.247
H: -0.660 1.398 2.328  0.250
H: -2.500 0.138 1.327  0.297
H: -1.401 1.022 -1.212  0.255
H: -2.584 -0.134 -0.914  0.283

Its molecular weight is 115.14 Da. For the frontier orbital gap, the calculation gives 8.8 eV. As for the structure (SMILES): N#CN(N)N.C=CN. The value obtained for the LUMO energy is 0.68 eV.


2.
A molecular structure, C3H9N5, computed with ωB97M-V/def2-TZVPD.

Last column: Mulliken charge in e.
Element x y z (Å)
C: -1.306 0.785 0.503  0.063
C: -1.301 0.549 -0.886  -0.623
N: 0.834 -0.190 -0.475  0.457
N: 0.690 -1.581 -0.226  -0.641
N: 2.013 0.068 -1.220  -0.776
N: -2.019 -0.123 1.350  -0.662
C: 0.575 0.566 0.784  0.247
N: 1.241 0.920 1.699  -0.612
H: -1.462 1.819 0.802  0.372
H: 1.398 -1.864 0.453  0.251
H: 0.904 -2.052 -1.102  0.270
H: 2.795 0.210 -0.579  0.291
H: 1.857 0.959 -1.689  0.250
H: -1.738 -1.079 1.145  0.296
H: -1.776 0.056 2.320  0.295
H: -1.601 -0.402 -1.304  0.262
H: -1.104 1.358 -1.576  0.261

Its molecular weight is 115.14 Da. For the frontier orbital gap (alpha / beta), the calculation gives 7.5 / 7.4 eV. The value obtained for the LUMO energy (alpha / beta) is -0.25 / -0.30 eV.


Most stable structure - 1; separation to the second - 0.0737 hartree.


1.
C3H9N5 in the gas phase, computed with ωB97M-V/def2-TZVPD.

Last column: Mulliken charge in e.
Element x y z (Å)
H: 0.633 2.889 -0.283  0.231
N: 0.305 1.948 -0.057  -0.534
C: 1.131 1.022 -0.423  -0.090
N: 0.835 -0.363 -0.218  0.057
C: 2.032 -1.066 0.212  -0.870
N: -0.273 -0.709 0.450  -0.429
C: -1.273 -1.055 -0.496  -0.026
N: -2.460 -0.554 -0.525  -0.396
N: -2.798 0.409 0.462  -0.561
H: 2.141 1.075 -0.844  0.324
H: 2.225 -0.869 1.309  0.308
H: 2.850 -0.580 -0.187  0.326
H: 1.913 -2.134 0.009  0.283
H: -0.660 -0.056 1.166  0.451
H: -0.968 -1.808 -1.178  0.416
H: -3.669 0.711 0.043  0.286
H: -1.964 1.140 0.558  0.223

Its molecular weight is 115.14 Da. For the frontier orbital gap, the calculation gives 9.2 eV. As for the structure (SMILES): [H]/N=C/N(C)N/C=N\N. The value obtained for the LUMO energy is 0.81 eV.


2.
C3H9N5 in the gas phase, computed with ωB97M-V/def2-TZVPD.

Last column: Mulliken charge in e.
Element x y z (Å)
H: -0.578 1.734 -1.473  0.315
N: 0.267 2.207 -1.069  -0.549
N: 0.790 1.647 -0.136  -0.020
C: 0.302 0.194 0.362  1.159
C: 0.834 -0.029 1.754  -1.478
N: 0.319 -0.910 -0.511  -0.344
C: 0.551 -0.779 -1.919  -0.826
N: -1.046 -0.049 0.002  -0.149
N: -1.906 -0.529 0.922  -0.628
H: 0.753 -1.077 2.044  0.412
H: 0.298 0.591 2.474  0.327
H: 1.888 0.234 1.753  0.376
H: 1.217 -1.587 -2.226  0.307
H: 1.013 0.152 -2.274  0.338
H: -0.402 -0.866 -2.458  0.326
H: -1.527 -0.920 1.782  0.209
H: -2.774 -0.013 0.973  0.225

Its molecular weight is 115.14 Da. For the frontier orbital gap, the calculation gives 9.3 eV. As for the structure (SMILES): [H]/N=N\[C@]1(C)N(C)N1N. The value obtained for the LUMO energy is 0.99 eV.


Most stable structure - 1; separation to the second - 0.0730 hartree.


1.
C3H9N5 in the gas phase, computed with ωB97M-V/def2-TZVPD.

Last column: Mulliken charge in e.
Element x y z (Å)
C: 1.926 1.123 -0.514  -0.607
N: 1.443 0.212 0.531  0.111
N: 1.664 -1.132 0.139  -0.658
C: 0.585 -1.809 -0.135  -0.035
N: -0.655 -1.283 -0.456  -0.238
N: -0.773 0.056 -0.211  0.013
C: -2.125 0.503 0.067  -0.933
N: 0.188 0.587 0.944  -0.340
H: 1.761 2.277 -0.172  0.224
H: 3.016 0.914 -0.595  0.279
H: 1.365 1.075 -1.429  0.310
H: 0.641 -2.944 -0.252  0.337
H: -1.423 -1.935 -0.176  0.277
H: -2.281 1.548 -0.274  0.291
H: -2.919 -0.034 -0.430  0.356
H: -2.396 0.523 1.085  0.363
H: -0.017 0.316 1.877  0.251

Its molecular weight is 115.14 Da. For the frontier orbital gap, the calculation gives 9.1 eV. As for the structure (SMILES): Cn1nc[nH]n(C)[nH]1. The value obtained for the LUMO energy is 0.81 eV.


2.
C3H9N5 in the gas phase, computed with ωB97M-V/def2-TZVPD.

Last column: Mulliken charge in e.
Element x y z (Å)
C: 1.007 -0.550 -0.657  -0.646
C: 1.906 -0.754 0.558  -0.979
C: -1.414 -0.133 -0.123  0.393
N: 0.061 1.734 -0.157  -0.695
N: -2.522 0.677 -0.390  -0.517
N: -1.537 -1.164 0.737  0.339
N: -0.177 0.366 -0.430  0.244
N: -1.441 -2.290 0.983  -0.674
H: 0.359 2.205 -1.014  0.222
H: 0.794 1.849 0.546  0.238
H: -3.357 0.403 0.121  0.237
H: -2.297 1.662 -0.263  0.249
H: 1.573 -0.076 -1.469  0.317
H: 0.637 -1.509 -1.025  0.346
H: 1.375 -1.289 1.342  0.288
H: 2.245 0.195 0.966  0.292
H: 2.786 -1.325 0.276  0.347

Its molecular weight is 115.14 Da. For the frontier orbital gap (alpha / beta), the calculation gives 7.3 / 7.3 eV. The value obtained for the LUMO energy (alpha / beta) is 0.82 / 0.82 eV.


3.
C3H9N5 in the gas phase, computed with ωB97M-V/def2-TZVPD.

Last column: Mulliken charge in e.
Element x y z (Å)
H: 0.374 2.896 -0.242  0.194
N: 0.166 1.951 0.117  -0.667
C: 1.103 1.099 -0.182  0.098
N: 1.113 -0.203 0.245  0.306
N: 2.132 -1.061 -0.322  -0.736
C: -0.067 -0.809 0.864  -1.002
C: -1.109 -1.309 -0.138  -0.048
N: -2.145 -0.695 -0.517  -0.385
N: -2.476 0.469 0.064  -0.381
H: 2.022 1.302 -0.817  0.334
H: 2.033 -0.978 -1.317  0.277
H: 3.036 -0.658 -0.058  0.265
H: -0.494 -0.076 1.541  0.570
H: 0.267 -1.622 1.568  0.243
H: -0.931 -2.272 -0.527  0.433
H: -1.720 1.175 0.140  0.226
H: -3.305 0.793 -0.421  0.272

Its molecular weight is 115.14 Da. For the frontier orbital gap, the calculation gives 9.1 eV. As for the structure (SMILES): [H]/N=C/N(N)C/C=N\N. The value obtained for the LUMO energy is 0.74 eV.


Most stable structure - 3; separation to the second - 0.0365 hartree.


1.
2 unconnected molecules or ions with the total composition C5H12OS, computed with ωB97M-V/def2-TZVPD.

Last column: Mulliken charge in e.
Element x y z (Å)
C: 1.292 1.722 -0.260  -1.140
C: 0.590 0.977 0.851  0.890
C: 1.432 -0.008 1.629  -1.135
O: -0.589 1.159 1.106  -0.564
H: 0.592 2.407 -0.767  0.302
H: 1.690 1.012 -1.005  0.247
H: 2.130 2.313 0.146  0.419
H: 1.825 -0.789 0.957  0.244
H: 2.283 0.508 2.104  0.418
H: 0.830 -0.491 2.417  0.302
C: -1.392 -0.070 -1.809  -0.745
S: -0.277 -1.356 -1.223  -0.095
C: -1.241 -1.906 0.194  -0.747
H: -0.943 0.390 -2.705  0.277
H: -1.539 0.714 -1.048  0.203
H: -2.377 -0.484 -2.082  0.321
H: -1.391 -1.090 0.921  0.204
H: -2.229 -2.288 -0.114  0.321
H: -0.687 -2.721 0.689  0.278

Its molecular weight is 120.22 Da. For the frontier orbital gap, the calculation gives 9.4 eV. As for the structure (SMILES): CC(C)=O.CSC. The value obtained for the LUMO energy is 0.82 eV.


2.
2 unconnected molecules or ions with the total composition C5H12OS, computed with ωB97M-V/def2-TZVPD.

Last column: Mulliken charge in e.
Element x y z (Å)
C: -1.369 -1.718 -0.027  -1.007
C: -0.054 -1.963 -0.049  0.930
C: 0.668 -2.541 -1.217  -1.282
O: 0.695 -1.795 1.085  -0.509
H: -1.971 -2.297 -0.715  0.244
H: -1.849 -1.038 0.658  0.348
H: -0.002 -2.827 -2.019  0.355
H: 1.374 -1.801 -1.615  0.294
H: 1.257 -3.413 -0.918  0.365
H: 1.539 -2.243 0.996  0.308
C: -0.850 1.663 0.329  -0.858
C: 0.186 2.749 0.112  -0.424
S: 1.334 2.724 1.571  -0.251
H: -1.670 2.017 0.958  0.344
H: -0.423 0.758 0.754  0.024
H: -1.300 1.394 -0.632  0.359
H: 0.771 2.628 -0.796  0.306
H: -0.219 3.756 0.154  0.338
H: 1.884 3.948 1.370  0.116

Its molecular weight is 120.22 Da. For the frontier orbital gap, the calculation gives 9.4 eV. As for the structure (SMILES): C=C(C)O.CCS. The value obtained for the LUMO energy is 0.78 eV.


Most stable structure - 1; separation to the second - 0.0434 hartree.